The following is a DFT calculation (ωB97M-V/def2-TZVPD) of C42H101Hg2N9O13 as an isolated structure.

The spin multiplicity is 2. The orbital gap (spin up / spin down) is 6.94 / 5.77 eV. Its expectation value of S² is 0.7561. As for the charge: +1. As for the energy: -93555.1699 eV.

Geometry (Å):
Hg1 1.578 -1.037 -4.931
Hg2 -0.619 0.226 3.163
O1 0.599 -6.603 4.753
O2 -2.224 -1.230 3.688
O3 1.012 -2.128 -2.709
O4 4.570 3.697 0.694
O5 -0.399 -1.602 1.555
O6 -2.665 2.523 -2.570
O7 -3.942 -3.966 0.526
O8 -1.956 7.211 -0.381
O9 -0.251 1.279 1.273
O10 -1.049 -6.621 -2.034
O11 1.124 0.786 -3.151
O12 3.195 6.260 -5.489
O13 1.229 1.801 3.491
N1 -2.439 -2.436 -2.461
N2 1.201 -0.999 3.873
N3 4.791 4.676 4.270
N4 -3.323 -0.574 -4.359
N5 -2.646 1.360 2.971
N6 -1.884 3.760 0.879
N7 2.894 2.708 -4.639
N8 1.710 -3.725 2.582
N9 2.025 -5.082 -3.293
C1 0.384 -1.867 -0.662
C2 -2.900 8.040 -0.945
C3 -1.381 -7.475 -0.912
C4 -5.137 0.743 -3.411
C5 3.706 4.963 -5.223
C6 0.737 -6.856 -4.357
C7 5.230 4.587 2.853
C8 3.076 -0.252 2.588
C9 0.131 0.581 0.311
C10 -3.598 -0.792 3.519
C11 0.544 1.103 -0.982
C12 -2.491 5.899 -0.181
C13 -3.709 0.737 -3.830
C14 1.880 4.612 -3.425
C15 -2.971 -3.699 -0.405
C16 3.645 2.915 -0.147
C17 2.105 1.267 4.459
C18 -0.037 -5.339 2.101
C19 6.622 4.068 2.996
C20 0.729 -4.588 3.167
C21 -3.488 0.034 1.115
C22 1.476 -5.635 4.131
C23 0.808 0.245 -2.001
C24 -0.074 4.952 -0.104
C25 -1.767 3.249 -3.496
C26 0.314 -6.152 -1.920
C27 -3.473 -2.814 -1.597
C28 -3.705 0.483 2.575
C29 -2.129 -2.355 4.563
C30 0.079 -1.033 0.533
C31 0.868 3.137 3.773
C32 -3.742 -4.983 1.469
C33 2.384 -0.188 3.923
C34 -1.393 5.123 0.575
C35 -2.695 1.129 -2.728
C36 0.671 -5.683 -3.343
C37 4.290 3.690 2.049
C38 4.268 7.015 -6.069
C39 -4.642 -3.467 -2.385
C40 0.709 -1.251 -1.829
C41 2.546 4.111 -4.734
C42 1.429 -7.556 5.369
H1 -2.313 3.346 0.064
H2 1.714 3.806 3.927
H3 -3.107 0.883 0.548
H4 -1.076 3.191 1.090
H5 1.027 -7.810 -3.916
H6 1.198 5.372 -3.804
H7 3.912 7.996 -6.383
H8 1.255 -3.150 1.888
H9 -1.740 0.731 -3.071
H10 7.291 4.729 3.546
H11 -5.871 0.471 -4.170
H12 -4.999 -2.777 -3.149
H13 -0.410 -4.700 1.300
H14 1.244 -6.622 -5.294
H15 -2.337 8.926 -1.236
H16 1.080 -1.315 4.824
H17 -2.971 -4.662 2.170
H18 3.255 3.983 2.226
H19 -0.740 2.892 -3.421
H20 -0.054 4.323 -0.993
H21 -2.139 3.130 -4.514
H22 -2.427 -7.768 -1.004
H23 -2.847 0.747 -1.719
H24 4.114 2.835 -1.128
H25 3.843 2.500 -4.363
H26 0.312 -5.326 -1.209
H27 2.395 2.247 -3.892
H28 6.653 3.176 3.622
H29 0.600 4.455 0.593
H30 -0.857 -8.429 -0.843
H31 -4.715 0.892 2.613
H32 -3.178 7.732 -1.953
H33 2.636 0.366 1.806
H34 7.017 3.707 2.047
H35 0.397 -2.930 -0.472
H36 -1.103 5.640 1.490
H37 5.331 5.601 2.466
H38 -3.929 -0.891 -5.102
H39 0.739 -8.246 5.854
H40 2.234 -6.081 3.487
H41 -2.113 -3.170 0.009
H42 1.801 -4.221 -2.815
H43 1.550 -1.864 3.485
H44 1.687 1.254 5.466
H45 -0.320 -6.983 -4.591
H46 -2.756 1.647 3.933
H47 -1.489 -6.984 0.055
H48 2.664 3.389 -0.166
H49 -4.453 -0.206 0.668
H50 -1.813 4.324 -3.321
H51 3.855 5.047 4.190
H52 -3.292 -5.863 1.011
H53 -2.903 -2.396 5.328
H54 -3.862 -1.908 -1.131
H55 0.972 -6.903 -1.481
H56 5.067 7.122 -5.335
H57 -0.909 -5.819 2.545
H58 4.706 6.465 -6.902
H59 4.411 5.009 -4.393
H60 2.048 -5.038 4.842
H61 0.635 -6.050 1.620
H62 -3.955 -0.542 4.518
H63 4.232 4.438 -6.020
H64 -0.044 -4.952 -3.719
H65 -3.395 -1.220 -3.586
H66 -5.419 -3.725 -1.665
H67 -2.660 5.445 -1.157
H68 -2.634 -4.553 -0.992
H69 3.400 1.907 0.186
H70 -5.406 0.108 -2.567
H71 0.237 3.118 4.661
H72 -4.570 -5.198 2.144
H73 4.133 0.015 2.599
H74 4.364 2.666 2.414
H75 -4.182 -1.604 3.085
H76 3.050 -0.565 4.698
H77 1.739 4.181 -5.464
H78 -3.431 5.950 0.369
H79 -3.608 1.448 -4.651
H80 -1.852 -3.197 -2.771
H81 -1.759 -1.867 -1.978
H82 -2.092 -3.263 3.962
H83 -1.152 -2.341 5.047
H84 3.010 1.868 4.546
H85 4.631 3.795 4.738
H86 0.043 -4.013 3.789
H87 2.581 4.976 -2.674
H88 -3.718 8.295 -0.271
H89 2.174 -8.012 4.717
H90 -2.770 2.215 2.447
H91 2.064 -7.113 6.136
H92 3.045 -1.247 2.144
H93 2.486 -5.668 -2.611
H94 2.518 -4.176 2.177
H95 -5.320 1.770 -3.096
H96 -4.249 -4.357 -2.878
H97 -2.774 -0.779 0.991
H98 1.361 3.828 -2.873
H99 0.413 5.908 -0.296
H100 0.542 2.176 -1.101
H101 0.215 3.488 2.974

Löwdin atomic charge list, values in e, 99 entries: number 1, Hg, carries 0.947; number 2, Hg, carries 1.282; number 3, O, carries -0.165; number 4, O, carries -0.336; number 5, O, carries -0.185; number 6, O, carries -0.160; number 7, O, carries -0.105; number 8, O, carries -0.207; number 9, O, carries -0.160; number 10, O, carries -0.184; number 11, O, carries -0.136; number 12, O, carries -0.191; number 13, O, carries -0.200; number 14, O, carries -0.169; number 15, O, carries -0.298; number 16, N, carries 0.053; number 17, N, carries 0.022; number 18, N, carries 0.036; number 19, N, carries 0.036; number 20, N, carries 0.008; number 21, N, carries 0.050; number 22, N, carries 0.040; number 23, N, carries 0.038; number 24, N, carries 0.041; number 25, C, carries -0.008; number 26, C, carries -0.143; number 27, C, carries -0.100; number 28, C, carries -0.073; number 29, C, carries -0.227; number 30, C, carries -0.052; number 31, C, carries -0.409; number 32, C, carries -0.030; number 33, C, carries -0.254; number 34, C, carries -0.120; number 35, C, carries 0.021; number 36, C, carries -0.164; number 37, C, carries -0.422; number 38, C, carries -0.049; number 39, C, carries -0.209; number 40, C, carries -0.042; number 41, C, carries -0.155; number 42, C, carries -0.062; number 43, C, carries -0.083; number 44, C, carries -0.411; number 45, C, carries -0.034; number 46, C, carries -0.172; number 47, C, carries -0.333; number 48, C, carries -0.066; number 49, C, carries -0.040; number 50, C, carries -0.197; number 51, C, carries -0.439; number 52, C, carries -0.362; number 53, C, carries -0.061; number 54, C, carries -0.260; number 55, C, carries -0.071; number 56, C, carries -0.085; number 57, C, carries -0.391; number 58, C, carries -0.398; number 59, C, carries -0.207; number 60, C, carries -0.411; number 61, C, carries -0.241; number 62, C, carries -0.095; number 63, C, carries -0.021; number 64, C, carries -0.379; number 65, C, carries -0.424; number 66, C, carries -0.127; number 67, H, carries 0.063; number 68, H, carries 0.082; number 69, H, carries 0.065; number 70, H, carries 0.009; number 71, H, carries 0.078; number 72, H, carries 0.081; number 73, H, carries 0.090; number 74, H, carries 0.043; number 75, H, carries 0.103; number 76, H, carries 0.087; number 77, H, carries 0.081; number 78, H, carries 0.065; number 79, H, carries 0.057; number 80, H, carries 0.077; number 81, H, carries 0.092; number 82, H, carries 0.102; number 83, H, carries 0.052; number 84, H, carries 0.105; number 85, H, carries 0.063; number 86, H, carries 0.060; number 87, H, carries 0.082; number 88, H, carries 0.083; number 89, H, carries 0.106; number 90, H, carries 0.091; number 91, H, carries 0.066; number 92, H, carries 0.098; number 93, H, carries 0.007; number 94, H, carries 0.074; number 95, H, carries 0.059; number 96, H, carries 0.093; number 97, H, carries 0.150; number 98, H, carries 0.090; number 99, H, carries 0.065

The following is a DFT calculation (ωB97M-V/def2-TZVPD) of a 2-piece molecular cluster, C46H28BF15N2O overall.

The orbital gap is 6.72 eV. As for the charge: 0. As for the energy: -94618.2593 eV.

Geometry (Å):
F1 -3.392 4.713 -6.101
F2 -5.589 -2.534 -4.457
F3 -5.641 1.744 3.237
F4 -2.997 2.187 3.121
F5 -2.535 -1.508 -0.096
F6 -5.659 0.711 -1.345
F7 -1.564 1.843 0.861
F8 -2.124 0.474 -4.547
F9 -4.454 -4.656 -3.076
F10 -4.331 5.335 -3.575
F11 -4.862 -0.040 -3.891
F12 -4.000 3.526 -1.510
F13 -6.984 0.987 0.939
F14 -2.551 2.142 -6.609
F15 -2.838 -4.123 -0.931
O1 2.055 -3.630 4.382
N1 1.214 -1.669 1.572
N2 2.684 -1.745 3.264
C1 1.739 3.712 -3.452
C2 5.526 -1.554 0.216
C3 -0.072 0.248 -1.537
C4 -3.617 1.775 1.999
C5 -3.616 3.191 -2.766
C6 7.422 -0.241 -0.576
C7 -4.676 -2.313 -3.481
C8 1.880 -2.838 3.465
C9 -0.292 0.876 5.608
C10 0.794 -2.794 2.416
C11 -2.691 1.669 -4.284
C12 6.209 -2.714 -0.190
C13 0.758 1.357 -2.164
C14 -3.734 4.142 -3.798
C15 8.107 -1.403 -0.959
C16 1.875 3.545 -2.070
C17 -0.537 -1.356 3.933
C18 1.339 2.407 -1.422
C19 -3.538 1.195 -0.376
C20 0.635 -1.438 0.326
C21 -4.152 -3.378 -2.742
C22 -3.323 3.819 -5.098
C23 -0.563 -2.553 3.030
C24 3.413 -0.655 1.210
C25 7.462 -2.645 -0.778
C26 0.781 1.485 -3.542
C27 1.147 2.693 -4.173
C28 -3.113 1.914 -2.980
C29 -4.985 1.566 2.079
C30 -3.370 -0.654 -2.149
C31 3.783 -1.357 4.143
C32 6.144 -0.304 -0.002
C33 -5.655 1.217 0.918
C34 -2.835 2.546 -5.355
C35 -0.386 -1.544 5.305
C36 -4.924 1.046 -0.253
C37 -2.915 1.608 0.800
C38 0.509 -0.180 -0.209
C39 -4.261 -1.005 -3.172
C40 -0.435 1.039 4.225
C41 2.260 -0.885 2.157
C42 4.229 -1.677 0.872
C43 -0.616 -0.070 3.409
C44 -3.350 -3.085 -1.636
C45 -0.276 -0.434 6.125
C46 -3.083 -1.748 -1.317
B1 -2.915 0.818 -1.801
H1 7.957 -3.569 -1.081
H2 5.686 -3.665 -0.072
H3 0.733 0.697 0.441
H4 0.856 -3.726 1.833
H5 3.528 -0.385 4.600
H6 1.039 2.753 -5.249
H7 1.368 2.423 -0.333
H8 5.616 0.609 0.238
H9 -1.245 0.807 -1.556
H10 4.720 -1.209 3.569
H11 3.990 -2.719 1.152
H12 7.929 0.708 -0.717
H13 -0.867 -3.444 3.583
H14 3.493 0.357 0.793
H15 -0.166 -0.576 7.198
H16 2.474 4.287 -1.521
H17 -0.851 0.052 2.356
H18 9.131 -1.378 -1.364
H19 0.046 -0.604 -2.291
H20 -0.398 -2.557 5.702
H21 -0.196 1.763 6.262
H22 1.871 0.104 2.516
H23 2.121 4.586 -3.970
H24 -0.402 2.036 3.791
H25 0.431 0.667 -4.162
H26 0.053 -2.269 -0.116
H27 3.873 -2.091 4.960
H28 -1.303 -2.455 2.242

For reference, the Löwdin charges in units of e are: number 1, F, carries 0.127; number 2, F, carries 0.111; number 3, F, carries 0.129; number 4, F, carries 0.109; number 5, F, carries 0.091; number 6, F, carries 0.111; number 7, F, carries 0.072; number 8, F, carries 0.104; number 9, F, carries 0.117; number 10, F, carries 0.106; number 11, F, carries 0.114; number 12, F, carries 0.110; number 13, F, carries 0.118; number 14, F, carries 0.119; number 15, F, carries 0.099; number 16, O, carries 0.069; number 17, N, carries -0.039; number 18, N, carries -0.033; number 19, C, carries -0.092; number 20, C, carries -0.225; number 21, C, carries -0.087; number 22, C, carries -0.118; number 23, C, carries -0.122; number 24, C, carries -0.083; number 25, C, carries -0.100; number 26, C, carries -0.402; number 27, C, carries -0.073; number 28, C, carries -0.173; number 29, C, carries -0.172; number 30, C, carries -0.049; number 31, C, carries -0.234; number 32, C, carries -0.097; number 33, C, carries -0.083; number 34, C, carries -0.070; number 35, C, carries -0.218; number 36, C, carries -0.027; number 37, C, carries 0.001; number 38, C, carries -0.052; number 39, C, carries -0.101; number 40, C, carries -0.105; number 41, C, carries -0.081; number 42, C, carries -0.022; number 43, C, carries -0.087; number 44, C, carries -0.048; number 45, C, carries -0.074; number 46, C, carries 0.028; number 47, C, carries -0.117; number 48, C, carries 0.006; number 49, C, carries -0.002; number 50, C, carries -0.027; number 51, C, carries -0.110; number 52, C, carries -0.119; number 53, C, carries -0.036; number 54, C, carries -0.143; number 55, C, carries -0.127; number 56, C, carries -0.090; number 57, C, carries -0.152; number 58, C, carries -0.090; number 59, C, carries -0.276; number 60, C, carries -0.036; number 61, C, carries -0.056; number 62, C, carries -0.112; number 63, C, carries -0.076; number 64, C, carries -0.133; number 65, B, carries -0.177; number 66, H, carries 0.103; number 67, H, carries 0.112; number 68, H, carries 0.095; number 69, H, carries 0.169; number 70, H, carries 0.096; number 71, H, carries 0.105; number 72, H, carries 0.101; number 73, H, carries 0.100; number 74, H, carries 0.151; number 75, H, carries 0.091; number 76, H, carries 0.132; number 77, H, carries 0.099; number 78, H, carries 0.130; number 79, H, carries 0.110; number 80, H, carries 0.102; number 81, H, carries 0.107; number 82, H, carries 0.097; number 83, H, carries 0.106; number 84, H, carries 0.154; number 85, H, carries 0.121; number 86, H, carries 0.109; number 87, H, carries 0.150; number 88, H, carries 0.104; number 89, H, carries 0.103; number 90, H, carries 0.108; number 91, H, carries 0.137; number 92, H, carries 0.097; number 93, H, carries 0.113

The following is a DFT calculation (ωB97M-V/def2-TZVPD) of a 2-piece molecular cluster, C16H17N overall.

The spin multiplicity is 2. The orbital gap (spin up / spin down) is 6.90 / 3.77 eV. Its expectation value of S² is 0.7718. As for the charge: +1. As for the energy: -18350.1919 eV.

Geometry (Å):
N1 1.817 -4.022 2.032
C1 -3.263 2.186 -1.699
C2 2.629 -2.000 1.390
C3 1.546 -2.644 2.006
C4 1.567 0.043 1.963
C5 -3.227 4.565 -1.522
C6 0.391 -2.027 2.386
C7 -3.800 0.873 -1.209
C8 -2.390 4.674 -2.631
C9 2.973 -4.258 1.476
C10 -2.144 3.535 -3.371
C11 -3.540 3.334 -0.962
C12 -2.588 2.295 -2.904
C13 0.407 -0.604 2.319
C14 2.652 -0.604 1.378
C15 3.556 -3.031 1.088
C16 4.888 -2.870 0.500
H1 3.461 0.013 1.032
H2 -2.040 5.641 -2.925
H3 1.596 1.080 2.139
H4 -3.068 0.291 -0.631
H5 4.850 -3.001 -0.594
H6 5.279 -1.875 0.659
H7 -2.549 1.405 -3.511
H8 3.366 -5.243 1.247
H9 -0.472 -2.664 2.554
H10 -4.671 0.911 -0.561
H11 -4.088 0.216 -2.015
H12 -1.713 3.496 -4.365
H13 -3.561 5.432 -0.975
H14 1.118 -4.731 2.194
H15 5.658 -3.552 0.854
H16 -4.162 3.271 -0.076
H17 -0.478 -0.135 2.734

For reference, the Löwdin charges in units of e are: number 1, N, carries 0.156; number 2, C, carries -0.292; number 3, C, carries -0.109; number 4, C, carries -0.186; number 5, C, carries -0.044; number 6, C, carries -0.085; number 7, C, carries 0.048; number 8, C, carries -0.065; number 9, C, carries -0.089; number 10, C, carries 0.041; number 11, C, carries -0.085; number 12, C, carries -0.055; number 13, C, carries -0.061; number 14, C, carries -0.001; number 15, C, carries 0.061; number 16, C, carries -0.124; number 17, C, carries -0.002; number 18, H, carries 0.129; number 19, H, carries 0.096; number 20, H, carries 0.109; number 21, H, carries 0.073; number 22, H, carries 0.119; number 23, H, carries 0.089; number 24, H, carries 0.106; number 25, H, carries 0.165; number 26, H, carries 0.132; number 27, H, carries 0.074; number 28, H, carries 0.069; number 29, H, carries 0.103; number 30, H, carries 0.100; number 31, H, carries 0.187; number 32, H, carries 0.101; number 33, H, carries 0.109; number 34, H, carries 0.127

| no. | molecular weight (g/mol) | largest force on an atom (Eh/bohr) |
| --- | --- | --- |
| 1 | 1341.5 | 0.115 |
| 2 | 920.5 | 0.042 |
| 3 | 223.3 | 0.045 |